{
  "formula": "C46H40N8OP2Pd",
  "method": "ωB97M-V/def2-TZVPD",
  "species": ["Pd", "C", "C", "P", "C", "C", "C", "C", "C", "C", "C", "C", "C", "C", "C", "C", "P", "C", "C", "C", "C", "C", "C", "C", "C", "C", "C", "C", "C", "H", "H", "H", "H", "H", "H", "H", "H", "H", "H", "H", "H", "H", "H", "H", "H", "H", "H", "H", "H", "H", "H", "H", "H", "C", "N", "C", "N", "C", "N", "C", "C", "C", "C", "C", "C", "C", "N", "N", "C", "O", "C", "C", "C", "C", "C", "C", "N", "C", "N", "C", "N", "C", "H", "H", "H", "H", "H", "H", "H", "H", "H", "H", "H", "H", "H", "H", "H", "H"],
  "coordinates": [[-0.745, 0.750, 0.535], [-2.441, 2.809, 2.543], [-2.258, 3.672, 1.299], [-0.996, 2.954, 0.176], [-1.471, 3.426, -1.490], [-1.357, 4.753, -1.908], [-1.825, 5.126, -3.158], [-2.413, 4.183, -3.991], [-2.541, 2.865, -3.575], [-2.074, 2.488, -2.326], [0.596, 3.697, 0.558], [1.020, 3.749, 1.888], [2.279, 4.236, 2.198], [3.127, 4.666, 1.184], [2.716, 4.605, -0.139], [1.456, 4.118, -0.455], [-2.444, 1.043, 2.037], [-4.026, 0.833, 1.184], [-4.071, 0.278, -0.092], [-5.285, 0.107, -0.741], [-6.461, 0.490, -0.114], [-6.426, 1.028, 1.167], [-5.216, 1.192, 1.819], [-2.559, 0.099, 3.573], [-2.373, -1.282, 3.586], [-2.546, -2.003, 4.757], [-2.905, -1.354, 5.929], [-3.103, 0.019, 5.925], [-2.936, 0.743, 4.755], [-3.402, 3.032, 3.008], [-1.670, 2.976, 3.295], [-1.955, 4.693, 1.536], [-3.191, 3.721, 0.735], [-0.905, 5.497, -1.263], [-1.736, 6.155, -3.480], [-2.780, 4.480, -4.964], [-3.013, 2.136, -4.221], [-2.196, 1.466, -1.990], [0.378, 3.406, 2.691], [2.598, 4.282, 3.230], [4.109, 5.049, 1.428], [3.375, 4.937, -0.930], [1.151, 4.067, -1.493], [-3.151, -0.034, -0.574], [-5.314, -0.330, -1.731], [-7.409, 0.358, -0.616], [-7.345, 1.312, 1.661], [-5.208, 1.588, 2.828], [-2.145, -1.814, 2.675], [-2.417, -3.077, 4.748], [-3.042, -1.918, 6.842], [-3.391, 0.530, 6.833], [-3.092, 1.812, 4.788], [0.957, -4.167, 2.702], [0.285, -3.149, 1.895], [0.493, -1.838, 1.845], [-0.317, -1.304, 0.938], [-1.005, -2.374, 0.446], [-0.662, -3.505, 1.005], [2.273, -4.624, 2.117], [3.172, -5.296, 2.937], [4.344, -5.818, 2.409], [4.637, -5.659, 1.064], [3.749, -4.966, 0.250], [2.565, -4.455, 0.774], [4.048, -4.773, -1.166], [4.796, -5.470, -1.945], [4.742, -4.864, -3.189], [3.965, -3.847, -3.066], [3.478, -3.718, -1.805], [3.593, -2.838, -4.054], [3.656, -3.122, -5.413], [3.305, -2.142, -6.328], [2.900, -0.889, -5.893], [2.856, -0.600, -4.533], [2.496, 0.799, -4.092], [2.022, 0.861, -2.710], [0.791, 0.711, -2.242], [0.818, 0.782, -0.915], [2.138, 0.976, -0.629], [2.892, 1.025, -1.692], [3.199, -1.578, -3.616], [0.249, -4.993, 2.756], [1.088, -3.768, 3.707], [1.203, -1.316, 2.464], [-1.763, -2.305, -0.316], [2.953, -5.427, 3.990], [5.034, -6.346, 3.052], [5.548, -6.058, 0.639], [1.872, -3.951, 0.112], [3.974, -4.103, -5.739], [3.343, -2.356, -7.387], [2.628, -0.131, -6.619], [1.716, 1.220, -4.727], [3.359, 1.462, -4.134], [-0.075, 0.566, -2.865], [2.522, 1.103, 0.370], [3.194, -1.370, -2.554]],
  "homo_energy_ev": -12.524,
  "total_charge": 2,
  "de_lowest_kcal_mol": 1.9
}



{
  "formula": "C46H41N4OP2Ru",
  "method": "ωB97M-V/def2-TZVPD",
  "species": ["Ru", "C", "C", "N", "N", "C", "O", "C", "C", "C", "C", "C", "C", "C", "C", "C", "C", "C", "N", "H", "H", "H", "H", "H", "H", "H", "H", "H", "H", "H", "H", "C", "N", "C", "P", "C", "C", "C", "C", "C", "C", "C", "C", "C", "C", "C", "C", "C", "C", "C", "C", "C", "C", "P", "C", "C", "C", "C", "C", "C", "C", "C", "C", "C", "C", "C", "H", "H", "H", "H", "H", "H", "H", "H", "H", "H", "H", "H", "H", "H", "H", "H", "H", "H", "H", "H", "H", "H", "H", "H", "H", "H", "H", "H", "H"],
  "coordinates": [[-1.473, 0.737, -0.399], [-4.046, 3.052, 2.126], [-3.392, 1.992, 1.318], [-2.211, 2.178, 0.758], [-1.521, 3.295, 0.906], [-0.430, 3.293, 0.139], [-0.170, 2.290, -0.649], [0.476, 4.433, 0.205], [0.287, 5.422, 1.178], [1.182, 6.469, 1.279], [2.263, 6.545, 0.407], [2.448, 5.572, -0.568], [1.564, 4.515, -0.667], [-3.951, 0.699, 1.053], [-5.186, 0.287, 1.562], [-5.662, -0.975, 1.289], [-4.899, -1.825, 0.491], [-3.691, -1.372, 0.008], [-3.210, -0.149, 0.265], [-3.353, 3.873, 2.281], [-4.372, 2.663, 3.092], [-4.930, 3.437, 1.611], [-0.558, 5.350, 1.847], [1.040, 7.232, 2.031], [2.961, 7.368, 0.485], [3.282, 5.647, -1.253], [1.704, 3.748, -1.418], [-5.752, 0.974, 2.174], [-6.610, -1.305, 1.693], [-5.238, -2.821, 0.248], [-3.071, -2.015, -0.602], [0.413, -1.824, 0.713], [1.402, -1.897, -0.316], [1.370, -0.899, -1.345], [-0.345, -0.563, -2.029], [-1.006, -2.175, -2.527], [-2.351, -2.188, -2.912], [-2.936, -3.352, -3.383], [-2.183, -4.517, -3.453], [-0.847, -4.508, -3.079], [-0.251, -3.340, -2.622], [0.122, 0.224, -3.600], [-0.241, -0.311, -4.835], [0.199, 0.292, -6.004], [0.999, 1.423, -5.951], [1.341, 1.974, -4.723], [0.898, 1.386, -3.551], [2.392, -2.894, -0.298], [2.110, -4.170, 0.201], [3.088, -5.150, 0.215], [4.359, -4.886, -0.275], [4.646, -3.622, -0.770], [3.679, -2.631, -0.778], [0.169, -0.082, 1.389], [-0.585, -0.422, 2.996], [-0.042, 0.101, 4.169], [-0.608, -0.223, 5.392], [-1.718, -1.053, 5.451], [-2.285, -1.543, 4.280], [-1.732, -1.220, 3.055], [1.836, 0.518, 1.744], [2.031, 1.896, 1.859], [3.290, 2.397, 2.143], [4.358, 1.525, 2.303], [4.159, 0.153, 2.208], [2.903, -0.359, 1.929], [0.677, -2.472, 1.547], [-0.585, -2.121, 0.348], [2.016, -1.181, -2.173], [1.691, 0.088, -0.972], [-2.920, -1.264, -2.872], [-3.971, -3.348, -3.699], [-2.634, -5.430, -3.818], [-0.257, -5.411, -3.157], [0.798, -3.350, -2.355], [-0.857, -1.197, -4.894], [-0.084, -0.128, -6.960], [1.353, 1.879, -6.866], [1.951, 2.866, -4.682], [1.146, 1.827, -2.593], [1.110, -4.410, 0.544], [2.852, -6.136, 0.594], [5.116, -5.657, -0.271], [5.639, -3.401, -1.138], [3.937, -1.636, -1.119], [0.827, 0.744, 4.127], [-0.174, 0.170, 6.301], [-2.143, -1.319, 6.409], [-3.157, -2.182, 4.328], [-2.180, -1.598, 2.143], [1.197, 2.575, 1.747], [3.436, 3.465, 2.241], [5.345, 1.913, 2.513], [4.987, -0.527, 2.357], [2.767, -1.431, 1.881]],
  "homo_energy_ev": [-12.545, -12.543],
  "total_charge": 2,
  "s_squared": 0.7744,
  "spin_multiplicity": 2
}



{
  "formula": "C46H42BrCdIN7O4S",
  "method": "ωB97M-V/def2-TZVPD",
  "species": ["Cd", "C", "O", "C", "N", "C", "C", "C", "C", "C", "C", "C", "C", "C", "C", "C", "C", "N", "C", "N", "C", "C", "O", "C", "C", "C", "C", "C", "C", "H", "H", "H", "H", "H", "H", "H", "H", "H", "H", "H", "H", "H", "H", "H", "H", "H", "H", "H", "Br", "C", "C", "C", "C", "C", "C", "I", "H", "H", "H", "H", "N", "C", "C", "C", "C", "C", "C", "C", "H", "H", "H", "H", "H", "O", "C", "O", "C", "N", "C", "C", "C", "H", "H", "H", "H", "H", "H", "H", "H", "H", "C", "C", "C", "C", "N", "C", "S", "N", "H", "H", "H", "H", "H"],
  "coordinates": [[0.089, -0.232, 1.110], [-4.197, -2.541, 0.661], [-3.401, -3.050, 1.762], [-2.251, -2.371, 1.713], [-2.124, -1.431, 0.875], [-3.398, -1.326, 0.145], [-3.208, -1.244, -1.355], [-4.038, -1.928, -2.235], [-3.909, -1.762, -3.610], [-2.956, -0.894, -4.121], [-2.130, -0.198, -3.246], [-2.249, -0.377, -1.877], [-1.175, -2.796, 2.634], [-1.288, -3.855, 3.522], [-0.186, -4.165, 4.305], [0.985, -3.432, 4.169], [0.995, -2.400, 3.247], [-0.064, -2.088, 2.520], [2.176, -1.562, 2.962], [2.229, -0.750, 1.987], [3.520, -0.053, 2.062], [4.227, -0.765, 3.244], [3.218, -1.659, 3.783], [4.316, -0.131, 0.783], [5.170, 0.910, 0.437], [5.978, 0.810, -0.687], [5.932, -0.328, -1.477], [5.071, -1.365, -1.144], [4.266, -1.269, -0.017], [-5.180, -2.289, 1.049], [-4.280, -3.343, -0.070], [-3.860, -0.385, 0.461], [-4.815, -2.587, -1.870], [-4.570, -2.301, -4.276], [-2.869, -0.742, -5.190], [-1.403, 0.507, -3.630], [-1.633, 0.206, -1.206], [-2.213, -4.408, 3.591], [-0.239, -4.978, 5.016], [1.867, -3.652, 4.752], [3.323, 0.995, 2.302], [4.536, -0.092, 4.040], [5.069, -1.373, 2.919], [5.197, 1.807, 1.045], [6.637, 1.628, -0.950], [6.559, -0.405, -2.356], [5.024, -2.251, -1.765], [3.582, -2.072, 0.232], [1.500, 0.594, -5.285], [0.679, 2.009, -4.326], [-0.184, 2.837, -5.030], [-0.820, 3.881, -4.379], [-0.580, 4.105, -3.032], [0.295, 3.289, -2.332], [0.923, 2.226, -2.974], [2.245, 1.065, -1.856], [-0.348, 2.661, -6.085], [-1.489, 4.527, -4.931], [-1.064, 4.925, -2.518], [0.495, 3.475, -1.286], [0.530, 0.524, 4.189], [0.607, 1.552, 4.696], [0.699, 2.850, 5.305], [1.023, 2.949, 6.658], [1.120, 4.198, 7.243], [0.896, 5.339, 6.483], [0.573, 5.235, 5.137], [0.471, 3.991, 4.537], [1.193, 2.051, 7.237], [1.370, 4.283, 8.292], [0.974, 6.315, 6.944], [0.397, 6.126, 4.550], [0.215, 3.892, 3.490], [-0.752, -3.480, -0.968], [0.087, -2.548, -1.365], [0.580, -1.737, -0.604], [0.403, -2.573, -2.843], [-0.503, -3.507, -3.523], [0.298, -4.394, -4.398], [1.660, -3.714, -4.513], [1.826, -3.073, -3.137], [0.296, -1.548, -3.205], [-1.214, -3.004, -4.040], [-1.004, -3.936, -1.820], [-0.200, -4.534, -5.355], [0.398, -5.375, -3.928], [1.627, -2.939, -5.281], [2.461, -4.409, -4.762], [2.543, -2.255, -3.103], [2.124, -3.828, -2.403], [-4.953, 1.858, -0.700], [-3.790, 2.693, -0.258], [-3.832, 4.076, -0.365], [-2.708, 4.766, 0.049], [-1.634, 4.157, 0.525], [-1.691, 2.821, 0.620], [-0.243, 2.153, 1.355], [-2.722, 2.060, 0.243], [-5.741, 2.477, -1.126], [-5.368, 1.316, 0.151], [-4.637, 1.130, -1.447], [-4.701, 4.584, -0.756], [-2.658, 5.848, -0.013]],
  "homo_energy_ev": -10.014,
  "total_charge": 1,
  "de_lowest_kcal_mol": 0.0
}



{
  "formula": "C46H42Cl5GeN3O6S2Tl",
  "method": "ωB97M-V/def2-TZVPD",
  "species": ["Tl", "Cl", "C", "C", "Cl", "C", "Cl", "C", "O", "C", "Cl", "C", "Cl", "C", "Ge", "C", "C", "C", "C", "C", "C", "C", "C", "C", "C", "C", "C", "C", "C", "C", "C", "C", "C", "H", "H", "H", "H", "H", "H", "H", "H", "H", "H", "H", "H", "H", "H", "H", "H", "C", "C", "C", "C", "C", "C", "C", "S", "C", "O", "H", "H", "H", "H", "H", "H", "H", "H", "H", "H", "N", "C", "C", "N", "C", "H", "H", "H", "H", "C", "C", "C", "C", "C", "C", "C", "S", "O", "O", "N", "C", "C", "C", "O", "O", "H", "H", "H", "H", "H", "H", "H", "H", "H", "H", "H", "H"],
  "coordinates": [[2.139, -0.253, 0.287], [7.049, 1.844, 5.901], [6.243, 1.371, 4.446], [4.891, 1.040, 4.458], [4.002, 1.107, 5.939], [4.251, 0.655, 3.294], [2.597, 0.165, 3.305], [4.911, 0.591, 2.043], [4.325, 0.278, 0.950], [6.293, 0.918, 2.072], [7.140, 0.840, 0.570], [6.936, 1.298, 3.238], [8.621, 1.690, 3.201], [2.473, 0.097, -1.809], [1.402, -1.109, -2.867], [-0.573, -1.052, -2.964], [-1.335, -1.415, -1.851], [-2.723, -1.438, -1.901], [-3.382, -1.061, -3.065], [-2.644, -0.674, -4.174], [-1.254, -0.683, -4.123], [2.003, -0.838, -4.723], [1.672, -1.747, -5.728], [2.089, -1.554, -7.038], [2.852, -0.441, -7.365], [3.193, 0.472, -6.377], [2.772, 0.271, -5.068], [1.839, -2.963, -2.386], [3.107, -3.251, -1.881], [3.462, -4.550, -1.544], [2.552, -5.586, -1.711], [1.288, -5.318, -2.217], [0.938, -4.014, -2.549], [2.054, 1.106, -1.957], [-0.845, -1.661, -0.915], [-3.295, -1.757, -1.038], [-4.465, -1.076, -3.104], [-3.149, -0.377, -5.086], [-0.692, -0.399, -5.007], [1.084, -2.627, -5.484], [1.827, -2.276, -7.803], [3.186, -0.291, -8.384], [3.798, 1.337, -6.623], [3.067, 0.974, -4.295], [3.815, -2.440, -1.733], [4.449, -4.753, -1.144], [2.828, -6.600, -1.445], [0.573, -6.122, -2.348], [-0.060, -3.812, -2.927], [-3.564, 3.051, 3.051], [-2.129, 3.025, 2.597], [-1.086, 3.262, 3.486], [0.238, 3.258, 3.062], [0.514, 3.006, 1.732], [-0.503, 2.704, 0.835], [-1.816, 2.732, 1.269], [2.212, 3.103, 1.164], [1.991, 4.616, 0.210], [3.051, 3.474, 2.332], [-3.651, 3.469, 4.054], [-3.997, 2.049, 3.068], [-4.177, 3.652, 2.376], [-1.311, 3.465, 4.527], [1.059, 3.456, 3.741], [-0.276, 2.441, -0.193], [-2.617, 2.513, 0.568], [1.546, 5.371, 0.858], [1.357, 4.412, -0.653], [2.984, 4.920, -0.116], [3.268, -4.077, 2.405], [2.113, -4.558, 1.828], [1.648, -3.550, 1.048], [2.498, -2.476, 1.141], [3.455, -2.818, 1.964], [3.855, -4.558, 3.061], [1.744, -5.550, 2.018], [0.774, -3.530, 0.420], [4.282, -2.192, 2.261], [-5.934, 4.489, -0.530], [-5.727, 3.121, 0.058], [-4.786, 2.247, -0.474], [-4.605, 0.979, 0.060], [-5.373, 0.587, 1.144], [-6.321, 1.440, 1.693], [-6.492, 2.698, 1.146], [-5.125, -1.011, 1.849], [-6.309, -1.406, 2.563], [-4.597, -1.839, 0.799], [-4.010, -0.694, 2.996], [-2.607, -0.473, 2.644], [-1.795, -1.693, 2.239], [-0.331, -1.259, 2.299], [0.305, -1.488, 3.327], [0.054, -0.608, 1.261], [-5.142, 4.739, -1.235], [-5.950, 5.252, 0.250], [-6.887, 4.545, -1.061], [-4.186, 2.555, -1.323], [-3.881, 0.298, -0.373], [-6.910, 1.108, 2.537], [-7.233, 3.368, 1.568], [-4.182, -1.281, 3.804], [-2.150, -0.016, 3.525], [-2.572, 0.281, 1.855], [-2.073, -2.024, 1.242], [-1.946, -2.506, 2.951]],
  "homo_energy_ev": -4.689,
  "total_charge": -1
}